14
Properties=species:S:1:pos:R:3:forces:R:3 method="wB97M-V/def2-TZVPD" energy_ha=-471.77752 lumo_energy_ev=-5.845 charge=+1 homo_energy_ev=-14.18 de_lowest_ev=3.133 gap_ev=8.3
C -0.425 -0.316 1.403 0.2 -0.8 5.0
C -0.073 1.361 -0.139 0.5 -0.3 0.8
C 0.812 -1.222 -1.223 -1.4 2.0 0.6
N -0.555 0.023 0.086 3.8 -1.0 -0.9
I 0.630 -0.374 -3.013 0.0 0.1 -0.9
H 0.597 -0.090 1.700 0.4 -0.3 0.0
H -0.976 0.314 2.165 0.0 -0.1 -1.2
H -0.661 -1.320 1.757 0.0 -0.2 -0.8
H 1.047 1.514 0.063 -1.7 -0.5 -0.5
H -0.416 1.412 -1.115 0.2 1.9 -2.2
H -0.647 1.988 0.525 0.0 0.7 0.0
H 1.602 -0.811 -0.648 0.7 -0.4 0.6
H 0.367 -2.179 -1.135 -0.1 -0.8 0.6
H -1.301 -0.301 -0.425 -2.5 -0.3 -1.1